{
  "formula": "C46H42N3O2P2PdSiTe",
  "method": "ωB97M-V/def2-TZVPD",
  "symbols": ["Pd", "C", "Si", "C", "C", "N", "C", "C", "C", "C", "C", "C", "O", "C", "C", "C", "C", "C", "C", "H", "H", "H", "H", "H", "H", "H", "H", "H", "H", "H", "H", "H", "H", "H", "H", "H", "H", "Te", "C", "C", "C", "N", "C", "C", "C", "P", "C", "C", "C", "C", "C", "C", "C", "C", "C", "C", "C", "C", "P", "C", "C", "C", "C", "C", "C", "C", "C", "C", "C", "C", "C", "H", "H", "H", "H", "H", "H", "H", "H", "H", "H", "H", "H", "H", "H", "H", "H", "H", "H", "H", "H", "H", "H", "H", "H", "O", "C", "N"],
  "positions_angstrom": [[-9.35, -19.17, -1.88], [-9.06, -22.29, 0.14], [-9.45, -20.52, 0.82], [-7.87, -19.40, 0.91], [-10.00, -20.61, 2.55], [-10.51, -19.68, -0.22], [-11.91, -19.80, -0.14], [-12.59, -20.96, 0.23], [-14.06, -21.06, 0.14], [-14.86, -19.98, 0.01], [-14.16, -18.78, -0.34], [-12.74, -18.72, -0.40], [-12.23, -17.58, -0.83], [-11.44, -16.92, 0.15], [-11.88, -16.58, 1.49], [-10.94, -16.09, 2.43], [-9.79, -15.50, 1.95], [-9.49, -15.53, 0.66], [-10.23, -16.30, -0.25], [-9.39, -22.98, 0.76], [-7.88, -22.60, 0.38], [-10.56, -22.22, -1.24], [-7.19, -19.86, 1.73], [-8.09, -18.42, 1.36], [-7.31, -19.31, -0.14], [-9.44, -21.32, 3.13], [-10.97, -20.87, 2.65], [-9.90, -19.61, 2.94], [-11.90, -21.75, 0.54], [-14.41, -22.06, 0.15], [-15.99, -19.87, 0.03], [-14.75, -17.76, -0.31], [-12.81, -16.92, 1.99], [-11.25, -16.05, 3.41], [-9.09, -14.95, 2.66], [-8.63, -14.90, 0.21], [-9.75, -16.67, -1.16], [-9.13, -20.49, -6.85], [-10.75, -19.34, -7.46], [-11.18, -19.78, -8.71], [-12.34, -19.20, -9.27], [-13.00, -18.19, -8.74], [-12.45, -17.67, -7.61], [-11.37, -18.26, -6.90], [-9.17, -20.22, -4.82], [-9.83, -21.44, -3.77], [-11.69, -21.22, -3.48], [-12.64, -22.18, -3.53], [-13.99, -22.01, -3.53], [-14.51, -20.74, -3.71], [-13.56, -19.66, -3.33], [-12.21, -19.89, -3.43], [-10.01, -23.11, -4.63], [-10.93, -23.18, -5.79], [-11.08, -24.36, -6.45], [-10.43, -25.59, -6.10], [-9.72, -25.61, -4.90], [-9.58, -24.33, -4.27], [-8.49, -18.92, -3.88], [-6.69, -18.95, -4.40], [-5.88, -17.79, -4.45], [-4.59, -17.92, -5.06], [-4.04, -19.22, -5.29], [-4.79, -20.28, -5.01], [-6.14, -20.24, -4.72], [-8.83, -17.34, -4.66], [-8.41, -16.98, -5.86], [-8.58, -15.93, -6.47], [-9.18, -14.77, -5.96], [-9.80, -15.00, -4.58], [-9.62, -16.34, -4.02], [-10.81, -20.58, -9.24], [-12.75, -19.70, -10.19], [-12.95, -16.79, -7.19], [-11.21, -18.02, -5.90], [-12.24, -23.24, -3.58], [-14.57, -22.99, -3.44], [-15.64, -20.40, -3.66], [-13.77, -18.46, -3.36], [-11.47, -19.20, -3.39], [-11.49, -22.28, -6.10], [-11.73, -24.33, -7.19], [-10.63, -26.37, -6.63], [-9.51, -26.64, -4.56], [-8.89, -24.37, -3.45], [-5.99, -16.83, -4.05], [-3.97, -17.05, -5.23], [-3.10, -19.25, -5.85], [-4.42, -21.30, -5.10], [-6.80, -21.06, -4.61], [-7.63, -17.78, -6.64], [-8.37, -15.48, -7.41], [-9.55, -13.57, -5.91], [-10.12, -14.25, -3.89], [-10.04, -16.41, -2.96], [-7.65, -22.23, -2.49], [-8.81, -22.13, -2.26], [-9.62, -22.48, -1.22]],
  "total_charge": -1,
  "max_force_ev_per_a": 14.75,
  "de_lowest_ev": 10.570,
  "gap_ev": [3.6, 6.3],
  "multiplicity": 3,
  "homo_ev": [-1.281, -4.866]
}

---

{
  "formula": "C44H35N4O3ReSi",
  "method": "ωB97M-V/def2-TZVPD",
  "symbols": ["Re", "C", "O", "C", "C", "C", "C", "C", "C", "N", "N", "C", "C", "O", "C", "C", "C", "C", "C", "C", "C", "C", "H", "H", "H", "H", "H", "H", "H", "H", "H", "H", "H", "H", "H", "O", "C", "C", "C", "C", "C", "C", "C", "N", "C", "C", "N", "H", "H", "H", "H", "H", "H", "H", "C", "C", "C", "C", "C", "C", "Si", "C", "C", "C", "C", "C", "C", "C", "C", "C", "C", "C", "C", "H", "H", "H", "H", "H", "H", "H", "H", "H", "H", "H", "H", "H", "H", "H"],
  "positions_angstrom": [[-0.10, -0.06, 0.38], [3.50, -0.17, -1.78], [2.62, -0.56, -0.73], [3.19, -1.14, 0.35], [4.56, -1.26, 0.56], [5.05, -1.89, 1.70], [4.18, -2.42, 2.64], [2.82, -2.34, 2.43], [2.31, -1.72, 1.29], [0.94, -1.72, 1.01], [0.31, -2.67, 1.59], [-0.97, -3.01, 1.48], [-1.90, -2.40, 0.57], [-1.59, -1.34, -0.08], [-3.19, -2.99, 0.42], [-3.59, -4.00, 1.22], [-2.76, -4.54, 2.23], [-3.22, -5.49, 3.15], [-2.40, -5.99, 4.13], [-1.07, -5.56, 4.21], [-0.60, -4.61, 3.33], [-1.42, -4.08, 2.34], [4.04, -1.03, -2.16], [2.86, 0.23, -2.56], [4.19, 0.61, -1.45], [5.26, -0.87, -0.16], [6.12, -1.96, 1.84], [4.56, -2.89, 3.53], [2.13, -2.75, 3.14], [-3.83, -2.56, -0.34], [-4.59, -4.41, 1.11], [-4.25, -5.80, 3.09], [-2.77, -6.71, 4.84], [-0.43, -5.95, 4.99], [0.42, -4.27, 3.40], [1.16, 1.19, 1.33], [0.95, 1.85, 2.44], [2.07, 2.23, 3.21], [1.93, 2.87, 4.42], [0.66, 3.15, 4.92], [-0.45, 2.84, 4.17], [-0.34, 2.22, 2.92], [-1.52, 1.99, 2.13], [-1.61, 1.29, 0.99], [-2.90, 1.35, 0.56], [-3.62, 2.11, 1.44], [-2.74, 2.51, 2.41], [3.05, 1.99, 2.82], [2.81, 3.16, 4.98], [0.55, 3.62, 5.88], [-1.42, 3.06, 4.57], [-3.23, 0.85, -0.33], [-4.65, 2.40, 1.42], [-2.97, 3.10, 3.19], [3.19, 4.19, -2.96], [3.22, 3.61, -1.70], [2.27, 2.67, -1.35], [1.29, 2.28, -2.25], [1.26, 2.88, -3.51], [2.21, 3.82, -3.86], [-0.06, 0.98, -1.87], [-1.65, 2.04, -2.14], [-2.68, 1.66, -2.99], [-3.78, 2.48, -3.18], [-3.89, 3.67, -2.50], [-2.88, 4.06, -1.63], [-1.76, 3.26, -1.48], [-0.06, -0.39, -3.21], [0.80, -0.37, -4.30], [0.71, -1.34, -5.29], [-0.24, -2.35, -5.20], [-1.11, -2.37, -4.13], [-1.02, -1.40, -3.15], [3.93, 4.92, -3.24], [3.99, 3.90, -1.00], [2.29, 2.23, -0.37], [0.49, 2.60, -4.21], [2.17, 4.27, -4.84], [-2.61, 0.72, -3.53], [-4.56, 2.18, -3.87], [-4.76, 4.31, -2.64], [-2.95, 4.99, -1.09], [-0.96, 3.58, -0.83], [1.54, 0.41, -4.40], [1.37, -1.30, -6.14], [-0.30, -3.11, -5.97], [-1.86, -3.14, -4.05], [-1.71, -1.41, -2.32]],
  "total_charge": 1,
  "max_force_ev_per_a": 2.71,
  "de_lowest_ev": 0.762,
  "gap_ev": [5.7, 6.0],
  "multiplicity": 2,
  "homo_ev": [-10.185, -10.169]
}